No. 1
DFT (ωB97M-V with the def2-TZVPD basis set) results for C12H30F6Li4N3O20P2S6 as an isolated structure in a non-equilibrium geometry.

```
! RIJCOSX wB97M-V def2-TZVPD def2/J DEFGRID3
* xyz 1 1
Li 4.6210 -5.7450 -16.4676
Li 6.1097 -8.6937 -16.4624
Li 3.0759 -11.3171 -13.6158
Li 1.4241 -10.9154 -18.1813
N 4.1429 -4.1608 -15.5392
S 2.4963 -3.5465 -15.2420
O 2.3131 -2.1375 -15.6892
O 1.6954 -3.9972 -14.0415
F 1.8246 -4.3994 -16.4416
S 4.5281 -3.8504 -14.0816
O 4.1784 -4.8614 -13.0982
O 4.6675 -2.4325 -13.7071
F 6.0682 -4.2437 -14.3044
N 4.3375 -7.7497 -16.1491
S 3.0703 -8.1534 -17.2220
O 2.3902 -6.9671 -17.7802
O 2.3755 -9.3871 -17.0587
F 4.0125 -8.5347 -18.4495
S 3.4460 -7.8650 -14.9369
O 3.2719 -9.2050 -14.3608
O 2.4636 -6.8456 -14.6736
F 4.6743 -7.4320 -13.9031
N 6.6735 -10.4685 -16.0456
S 6.4331 -11.4071 -14.8531
O 7.1638 -12.6838 -14.8983
O 5.1213 -11.4422 -14.2712
F 7.1434 -10.4032 -13.7936
S 5.8091 -11.5075 -17.1362
O 4.3910 -11.6215 -16.9717
O 6.4593 -12.5618 -17.7604
F 5.9068 -10.4060 -18.3395
C 0.6341 -6.0790 -21.2041
C 1.5367 -7.1929 -21.6631
O 0.7749 -8.3630 -21.6963
P 1.4580 -9.8383 -21.4636
O 1.9478 -9.9581 -20.0596
O 2.5905 -9.9783 -22.6436
C 3.4624 -11.1028 -22.8806
C 4.5894 -10.5102 -23.8949
O 0.2251 -10.8553 -21.8539
C -0.1075 -11.1124 -23.2584
C -0.4664 -9.8092 -24.2435
H 0.4043 -6.2405 -20.1509
H 0.9092 -5.0316 -21.0799
H -0.2853 -6.1602 -21.7839
H 1.8915 -7.1922 -22.6937
H 2.3045 -7.1363 -20.8915
H 3.9229 -11.4209 -21.9452
H 3.0563 -12.0096 -23.3289
H 5.4604 -10.0336 -23.4450
H 4.9012 -11.3319 -24.5397
H 4.1189 -9.9782 -24.7217
H 0.6687 -11.7048 -23.7429
H -0.9781 -11.7682 -23.2522
H 0.3661 -9.1074 -24.1930
H -0.5625 -10.2681 -25.2275
H -1.4358 -9.4556 -23.8923
C 6.3755 -8.8368 -26.3063
C 7.5842 -9.2275 -25.4203
O 8.3238 -7.9783 -25.0751
P 8.4310 -7.4269 -23.5233
O 8.6359 -8.5582 -22.5474
O 7.1434 -6.5023 -23.3740
C 6.3927 -6.3252 -22.1855
C 5.3993 -7.3443 -21.8885
O 9.7206 -6.3977 -23.5275
C 10.9658 -6.7613 -23.0831
C 11.7606 -7.2680 -24.3342
H 5.8473 -9.7519 -26.5741
H 5.7904 -8.0889 -25.7710
H 6.8993 -8.4462 -27.1787
H 7.2867 -9.6979 -24.4831
H 8.1859 -9.9926 -25.9108
H 7.0187 -6.0444 -21.3385
H 5.6848 -5.5962 -22.5799
H 5.9682 -8.2442 -21.6550
H 4.7753 -7.2586 -20.9989
H 4.8609 -7.7396 -22.7499
H 11.4798 -5.9158 -22.6260
H 10.9855 -7.5518 -22.3328
H 11.4520 -8.3126 -24.3736
H 11.6087 -6.6833 -25.2415
H 12.8247 -7.2625 -24.0977
*
```

Results
LUMO: -4.92 eV
gap between HOMO and LUMO: 7.15 eV
E_HOMO: -0.444 Eh


No. 2
DFT (ωB97M-V with the def2-TZVPD basis set) results for C12H30F6N6O4PdS2Si4Te as an isolated structure in a non-equilibrium geometry.

```
! RIJCOSX wB97M-V def2-TZVPD def2/J DEFGRID3
* xyz -2 1
Pd -2.5811 0.7940 0.4250
F -4.5276 0.2613 5.3433
C -4.4834 -0.6551 4.3580
F -5.7450 -1.0208 4.1089
F -3.8391 -1.7225 4.8426
S -3.6409 0.0681 2.8753
O -2.3674 0.4175 3.4252
O -4.5604 1.1288 2.5157
N -3.7681 -1.2438 1.9987
S -4.2003 -1.2826 0.4634
O -3.4269 -2.0536 -0.4598
O -4.9496 -0.1276 -0.0026
C -5.5958 -2.4719 0.7975
F -6.6080 -1.8872 1.4525
F -5.2191 -3.5413 1.5099
F -6.1032 -2.9369 -0.3639
N -5.3905 2.8767 0.0778
N -4.1215 2.9990 -0.4868
N -3.0646 3.1706 0.2796
C -2.0929 3.1543 -0.6468
N -2.5783 3.0620 -1.8947
N -3.8872 2.9488 -1.7653
H -5.2172 2.3629 0.9498
H -5.8654 2.2030 -0.5189
H -1.0612 3.3312 -0.3999
C 4.8922 -1.9709 -0.5281
Si 3.0776 -2.2175 -0.0242
C 3.0956 -2.7692 1.7796
C 2.4235 -3.6667 -1.0455
Si 1.6614 -0.3768 -0.3059
Te -0.4563 -0.8857 0.7859
Si 2.7225 1.4623 0.6621
C 4.3502 1.9997 -0.1615
C 3.1112 1.0995 2.4732
C 1.5718 2.9568 0.6518
Si 1.5016 0.0035 -2.6022
C 0.8192 1.7211 -2.9836
C 3.1805 -0.0999 -3.4879
C 0.3747 -1.2608 -3.4217
H 5.4531 -2.8916 -0.3336
H 5.3590 -1.1678 0.0471
H 4.9928 -1.7280 -1.5881
H 3.5138 -3.7772 1.8680
H 2.0776 -2.7731 2.1751
H 3.6909 -2.0937 2.3987
H 2.8900 -4.6082 -0.7388
H 2.6191 -3.5182 -2.1111
H 1.3429 -3.7529 -0.9110
H 5.0022 1.1505 -0.3766
H 4.8938 2.6885 0.4938
H 4.1563 2.5155 -1.1060
H 3.9296 0.3814 2.5725
H 2.2294 0.6741 2.9576
H 3.3931 2.0173 2.9988
H 1.3142 3.2624 -0.3649
H 2.0296 3.8089 1.1646
H 0.6484 2.6906 1.1735
H 1.5129 2.5009 -2.6572
H -0.1402 1.8850 -2.4868
H 0.6651 1.8333 -4.0615
H 3.9275 0.5493 -3.0239
H 3.0682 0.2020 -4.5348
H 3.5700 -1.1213 -3.4729
H -0.5759 -1.3218 -2.8873
H 0.8259 -2.2561 -3.4099
H 0.1797 -0.9801 -4.4616
*
```

Results
LUMO: 4.48 eV
relative energy (zero: lowest compared OMol25 entry of this formula, charge and spin): 53.9 kJ/mol
gap between HOMO and LUMO: 5.44 eV
E_HOMO: -0.035 Eh


No. 3
DFT (ωB97M-V with the def2-TZVPD basis set) results for C12H30Li4NO9 as an isolated structure in a non-equilibrium geometry.

```
! RIJCOSX wB97M-V def2-TZVPD def2/J DEFGRID3
* xyz 3 1
Li -5.2394 3.7257 -2.3432
Li 1.7755 3.0592 0.1360
Li -4.9368 0.9818 -5.3226
Li 2.6547 -0.4629 -5.1072
N -0.8663 1.7688 -3.8701
O -0.2596 1.2551 -4.7792
O -2.0911 1.9317 -3.7294
O -0.1973 2.2323 -2.9585
C 2.9756 -3.1491 -7.5184
O 2.9636 -1.7263 -7.5042
C 3.9954 -1.1116 -8.3075
C 4.0790 0.4172 -8.2453
O 3.9332 0.8128 -6.9179
C 3.7664 2.2246 -6.7514
H 3.7504 -3.4335 -6.8064
H 3.0478 -3.5878 -8.5136
H 2.0747 -3.5207 -7.0301
H 3.9532 -1.4860 -9.3303
H 4.9610 -1.3788 -7.8783
H 3.3242 0.8586 -8.8960
H 5.0789 0.6920 -8.5814
H 3.0285 2.5229 -7.4962
H 4.6548 2.7990 -7.0137
H 3.4580 2.5480 -5.7572
C -4.0487 -2.6297 -4.4855
O -4.5875 -1.9185 -5.6851
C -3.7684 -2.2087 -6.8099
C -4.3873 -1.7027 -8.0840
O -4.7236 -0.3485 -7.9362
C -5.2841 0.1849 -9.1300
H -4.6094 -3.5488 -4.3149
H -4.3163 -1.9498 -3.6767
H -2.9657 -2.6367 -4.3623
H -3.6735 -3.2900 -6.9093
H -2.7670 -1.7805 -6.7656
H -5.2864 -2.2736 -8.3159
H -3.7182 -1.8147 -8.9372
H -6.2636 -0.2366 -9.3558
H -4.7278 0.0561 -10.0585
H -5.2932 1.2646 -8.9806
C -4.3795 6.6656 -4.2625
O -5.0463 6.3647 -3.0128
C -6.0877 7.2390 -2.7123
C -6.5762 7.0611 -1.2698
O -6.8428 5.7226 -0.9113
C -7.7872 5.6348 0.2419
H -3.6185 5.9272 -4.5148
H -3.9549 7.6694 -4.2566
H -5.1304 6.7363 -5.0495
H -6.9504 7.1174 -3.3674
H -5.7719 8.2822 -2.7020
H -7.5278 7.5923 -1.2546
H -5.9530 7.5057 -0.4938
H -7.8779 4.5977 0.5649
H -8.7617 5.9675 -0.1153
H -7.5785 6.2785 1.0964
*
```

Results
LUMO: -9.19 eV
gap between HOMO and LUMO: 6.22 eV
E_HOMO: -0.567 Eh


No. 4
DFT (ωB97M-V with the def2-TZVPD basis set) results for C12H30MnO6 as an isolated structure in a non-equilibrium geometry.

```
! RIJCOSX wB97M-V def2-TZVPD def2/J DEFGRID3
* xyz -1 7
Mn -0.0970 -0.0039 0.0470
C -3.5687 -1.4318 2.6793
C -2.9935 -0.5111 1.6248
O -1.6197 -0.4690 1.4923
H -4.6418 -1.3191 2.8336
H -3.0123 -1.5621 3.6075
H -3.4960 -2.4595 2.3234
H -3.2892 0.5088 1.8707
H -3.4954 -0.5836 0.6599
C 2.6753 1.6793 3.2362
C 2.4722 0.7657 2.0649
O 1.1150 0.3351 1.9141
H 3.6317 2.2010 3.2714
H 2.5801 1.1082 4.1597
H 1.8982 2.4400 3.1617
H 3.1732 -0.0655 1.9893
H 2.7959 1.3530 1.2056
C 2.2837 1.3246 -1.7452
O 1.5471 0.2034 -1.2184
C 1.9101 -1.0030 -1.8807
C 1.7342 -2.2065 -0.8901
O 0.5595 -1.9815 -0.1252
C 0.4062 -3.0358 0.8561
H 3.3553 1.1854 -1.6021
H 1.9208 2.2661 -1.3332
H 2.0896 1.4495 -2.8105
H 2.9594 -1.0280 -2.1747
H 1.4019 -1.0545 -2.8436
H 2.6131 -2.2998 -0.2523
H 1.6906 -3.1712 -1.3957
H 0.4017 -4.0412 0.4352
H -0.4772 -3.0305 1.4947
H 1.2455 -3.0361 1.5517
C -1.3679 -1.5289 -2.6045
O -1.1206 -0.4216 -1.7313
C -1.7368 0.7563 -2.2362
C -1.7616 1.9038 -1.2320
O -0.5481 1.9145 -0.4924
C -0.2624 3.1998 0.0056
H -0.7779 -2.3925 -2.2979
H -1.1290 -1.2050 -3.6175
H -2.4213 -1.8000 -2.5339
H -2.7764 0.5747 -2.5086
H -1.0662 0.9120 -3.0813
H -2.5754 1.8906 -0.5070
H -1.7834 2.8350 -1.7982
H 0.4507 3.2292 0.8294
H -1.1235 3.7802 0.3368
H 0.2303 3.8255 -0.7387
*
```

Results
LUMO (spin up / spin down): 2.78 / 2.92 eV
relative energy (zero: lowest compared OMol25 entry of this formula, charge and spin): 0.0 kJ/mol
gap between HOMO and LUMO (spin up / spin down): 2.39 / 7.06 eV
E_HOMO (spin up / spin down): 0.014 / -0.152 Eh


No. 5
DFT (ωB97M-V with the def2-TZVPD basis set) results for C12H30N2NaO4 as an isolated structure in a non-equilibrium geometry.

```
! RIJCOSX wB97M-V def2-TZVPD def2/J DEFGRID3
* xyz 1 1
Na -0.0093 0.2066 -0.0221
C -1.5361 0.7511 -2.9138
O -1.8610 0.0015 -1.7370
C -3.2453 -0.1757 -1.5121
C -3.3348 -1.2445 -0.4395
N -2.8175 -0.7351 0.7646
C -2.8914 -1.6525 1.9105
C -1.9579 -1.1316 2.9894
O -0.6522 -1.0708 2.4833
C 0.2824 -0.5435 3.4090
H -0.4480 0.7378 -2.9758
H -1.8390 1.7914 -2.7955
H -2.0011 0.2629 -3.7703
H -3.7491 -0.6020 -2.3796
H -3.7421 0.7150 -1.1276
H -2.9965 -2.2512 -0.6850
H -4.3795 -1.4980 -0.2595
H -3.3556 0.0670 1.0600
H -2.5931 -2.6837 1.7215
H -3.9102 -1.6508 2.2978
H -1.9695 -1.7517 3.8858
H -2.2954 -0.1266 3.2427
H 0.0387 0.5081 3.5602
H 1.3227 -0.4764 3.0906
H 0.2773 -0.9820 4.4069
C 0.8833 -2.5727 -2.4261
O 1.3419 -1.6859 -1.4398
C 2.8081 -1.6382 -1.5287
C 3.3884 -0.5972 -0.5495
N 2.8342 0.7190 -0.8132
C 3.3037 1.7694 0.0675
C 2.3278 2.9355 0.2399
O 1.1376 2.4479 0.8302
C 0.1243 3.3938 1.0727
H -0.2012 -2.4664 -2.4543
H 1.1382 -3.6055 -2.1885
H 1.2736 -2.2440 -3.3892
H 3.0926 -1.2897 -2.5215
H 3.2141 -2.6316 -1.3379
H 4.4698 -0.6360 -0.6804
H 3.2171 -0.9290 0.4746
H 3.0851 0.9503 -1.7638
H 4.2197 2.2062 -0.3305
H 3.5574 1.3403 1.0368
H 2.1617 3.3407 -0.7582
H 2.7450 3.7027 0.8922
H 0.4500 4.2859 1.6076
H -0.6924 2.9458 1.6387
H -0.2162 3.7928 0.1172
*
```

Results
LUMO: -2.15 eV
relative energy (zero: lowest compared OMol25 entry of this formula, charge and spin): 113.4 kJ/mol
gap between HOMO and LUMO: 9.74 eV
E_HOMO: -0.437 Eh


No. 6
DFT (ωB97M-V with the def2-TZVPD basis set) results for C12H30O12S2V as an isolated structure in a non-equilibrium geometry.

```
! RIJCOSX wB97M-V def2-TZVPD def2/J DEFGRID3
* xyz -1 1
O 23.8211 -26.3859 -16.4305
V 22.9144 -25.8024 -17.5198
O 23.5500 -24.4927 -18.0642
C 24.3684 -26.9691 -23.0986
C 24.8437 -28.0703 -22.2210
C 26.3030 -27.8920 -21.7505
O 23.8890 -28.1791 -21.1843
H 24.1742 -26.0776 -22.5023
H 23.4962 -27.1996 -23.7104
H 25.1506 -26.6637 -23.7936
H 24.7294 -28.9528 -22.8505
H 26.9205 -27.9342 -22.6477
H 26.5108 -28.6090 -20.9562
H 26.5111 -26.9020 -21.3448
C 16.8394 -28.1184 -14.8783
C 17.4683 -28.3292 -16.2114
O 18.6992 -28.2140 -16.2202
O 16.8996 -28.8772 -17.0957
H 15.8597 -27.6428 -14.8317
H 17.4702 -27.4476 -14.2950
H 16.6926 -29.0724 -14.3719
C 20.7161 -23.0849 -13.0215
O 20.6515 -23.1594 -14.4819
H 21.5698 -23.5745 -12.5529
H 20.8256 -22.0567 -12.6767
H 19.7978 -23.4593 -12.5689
H 19.7710 -22.8305 -14.6772
O 17.8366 -26.0832 -23.3489
S 17.7522 -24.7052 -22.8950
O 18.4086 -24.2999 -21.6285
O 18.2944 -23.6670 -24.1334
C 17.9776 -24.0078 -25.4803
C 17.4759 -22.6677 -26.0166
C 16.0008 -24.2839 -22.7092
H 17.2348 -24.7924 -25.6244
H 18.9147 -24.3104 -25.9475
H 18.2698 -21.9226 -26.0675
H 16.6832 -22.1620 -25.4652
H 17.0712 -22.7223 -27.0272
H 15.5982 -24.4335 -23.7110
H 16.0930 -23.2143 -22.5210
H 15.6622 -24.8523 -21.8430
O 20.3508 -16.6854 -22.6653
S 20.1790 -16.7232 -21.2377
O 21.1571 -15.9670 -20.3597
O 18.6307 -16.3254 -20.9170
C 18.4209 -15.9966 -19.5890
C 17.0817 -15.2448 -19.5476
C 20.2296 -18.4356 -20.7436
H 19.1566 -15.2724 -19.2390
H 18.4163 -16.9230 -19.0146
H 16.2798 -15.8630 -19.9513
H 17.1075 -14.3145 -20.1149
H 16.7893 -15.0044 -18.5255
H 19.3835 -18.9489 -21.2004
H 20.1370 -18.6072 -19.6712
H 21.1329 -18.8608 -21.1809
*
```

Results
LUMO: -1.14 eV
relative energy (zero: lowest compared OMol25 entry of this formula, charge and spin): 596.6 kJ/mol
gap between HOMO and LUMO: 2.68 eV
E_HOMO: -0.140 Eh


No. 7
DFT (ωB97M-V with the def2-TZVPD basis set) results for C12H31BrInN2P as an isolated structure in a non-equilibrium geometry.

```
! RIJCOSX wB97M-V def2-TZVPD def2/J DEFGRID3
* xyz 0 1
C -1.9611 0.8010 3.6015
N -2.4227 -0.6389 3.6463
C -1.6672 -1.4725 2.6349
In -2.8516 -3.2524 1.8364
Br -5.4338 -2.9785 2.4882
P -2.7830 -3.4160 -0.6921
C -3.0179 -1.5884 -1.2985
C -1.1561 -4.1713 -1.3496
H -1.9341 1.1972 2.4867
H -0.8633 0.9013 4.0158
H -2.6205 1.5530 4.2153
H -3.4582 -0.7411 3.5698
H -0.6785 -1.8697 3.1245
H -1.3325 -0.7907 1.7193
H -2.3051 -4.7306 2.7087
H -3.1333 -0.8572 -0.3617
H -2.0596 -1.1856 -1.8771
H -4.0127 -1.4797 -1.9081
H -0.1874 -3.8522 -0.7718
H -1.0131 -3.8381 -2.4865
H -1.3019 -5.3545 -1.4049
C -0.2750 3.2331 -0.3311
C -0.4324 1.8026 -0.8442
C 0.6172 0.8446 -0.2648
N 1.8914 0.6263 -1.1214
C 1.6725 -0.5635 -2.0545
C 2.3708 1.8366 -1.9297
C 3.2334 2.6001 -0.9583
C 4.0406 1.5101 -0.3024
C 3.0914 0.3234 -0.1705
H 0.5832 3.7410 -0.7770
H -1.1642 3.8236 -0.5746
H -0.1512 3.2496 0.7592
H -0.4751 1.7775 -1.9382
H -1.4172 1.4595 -0.4993
H 0.1640 -0.1456 -0.1380
H 0.9235 1.1911 0.7249
H 0.8470 -0.3273 -2.7291
H 1.4417 -1.4428 -1.4441
H 2.5936 -0.7410 -2.6181
H 2.9819 1.4602 -2.7602
H 1.5346 2.3932 -2.3504
H 2.6326 3.1265 -0.2088
H 3.8647 3.3416 -1.4620
H 4.4448 1.8208 0.6667
H 4.8902 1.2314 -0.9377
H 2.7189 0.2014 0.8517
H 3.5704 -0.6092 -0.4852
*
```

Results
LUMO: -0.67 eV
gap between HOMO and LUMO: 5.49 eV
E_HOMO: -0.226 Eh


No. 8
DFT (ωB97M-V with the def2-TZVPD basis set) results for C12H31InN3O4 as an isolated structure.

```
! RIJCOSX wB97M-V def2-TZVPD def2/J DEFGRID3
* xyz -1 1
C 2.4341 -1.7608 -1.4248
C 2.5187 -0.3592 -1.9933
O 3.8087 0.1407 -1.4596
C 1.3898 0.5862 -1.6633
In -0.7423 -0.1153 -1.8424
H 3.0677 -2.4239 -2.0193
H 1.4307 -2.1722 -1.4486
H 2.8367 -1.7730 -0.4137
H 2.6495 -0.3870 -3.0777
H 4.1496 0.7758 -2.0895
H 1.5616 1.0059 -0.6701
H 1.4615 1.4290 -2.3595
H -1.4750 0.0265 -0.2078
H -1.6354 0.8127 -3.0620
H -0.8180 -1.8520 -2.2912
C -5.1043 0.0232 0.3159
C -5.2231 1.0407 -0.7941
O -4.2428 1.5600 -1.2815
N -6.4835 1.3618 -1.2325
C -7.7468 0.8440 -0.7605
H -4.0451 -0.1099 0.5191
H -5.6023 0.3739 1.2214
H -5.5324 -0.9352 0.0151
H -6.4882 2.0401 -1.9769
H -8.2911 0.3411 -1.5644
H -8.3792 1.6454 -0.3699
H -7.5770 0.1274 0.0361
C 5.9569 -2.6787 -0.2537
C 5.5601 -3.7023 0.7848
O 4.4511 -4.1954 0.8409
N 6.5224 -4.0726 1.6873
C 7.8867 -3.6027 1.7844
H 5.1068 -2.4609 -0.8909
H 6.2691 -1.7481 0.2213
H 6.7775 -3.0628 -0.8628
H 6.2028 -4.7559 2.3546
H 8.5942 -4.4274 1.6682
H 8.0699 -3.1303 2.7523
H 8.0842 -2.8723 1.0074
C -3.4231 3.7099 0.8601
C -3.2669 2.8698 2.1033
O -4.2248 2.3589 2.6686
N -2.0073 2.6830 2.5715
C -0.7639 3.1602 2.0019
H -4.4756 3.7124 0.5950
H -3.1000 4.7390 1.0296
H -2.8646 3.2748 0.0308
H -1.9645 2.1017 3.3928
H -0.1243 2.3225 1.7212
H -0.2265 3.7882 2.7170
H -0.9624 3.7434 1.1099
*
```

Results
LUMO: 2.49 eV
relative energy (zero: lowest compared OMol25 entry of this formula, charge and spin): 0.0 kJ/mol
gap between HOMO and LUMO: 6.91 eV
E_HOMO: -0.162 Eh